Record 1
This record from the Open Molecules 2025 dataset describes a structure of composition C48H70BGeN6OPbS3. The level of theory is ωB97M-V/def2-TZVPD.

Structure (ORCA input):
```
! wB97M-V def2-TZVPD RIJCOSX def2/J DEFGRID3
* xyz 1 1
Pb 0.52196 0.33177 0.59755
C -0.44550 -6.45079 0.42990
C -0.29744 -5.09540 -0.25668
C -0.29445 -5.31429 -1.76258
C 0.98665 -4.43796 0.24372
N -1.46575 -4.23265 0.14938
C -2.43838 -4.63135 1.03142
C -3.26002 -3.57455 1.22700
N -2.77555 -2.51106 0.51523
B -3.46420 -1.13568 0.88703
N -3.17367 -0.81723 2.35490
C -4.14402 -0.20692 3.11845
C -3.61158 0.07156 4.32073
N -2.30511 -0.38045 4.30749
C -2.04524 -0.93244 3.09207
S -0.57707 -1.66267 2.58308
C -1.33466 -0.15242 5.42862
C -2.06956 0.52120 6.58659
C -0.23830 0.79444 4.94323
C -0.77981 -1.48414 5.92754
N -3.26568 0.07903 -0.06323
C -4.00225 0.08428 -1.22427
C -3.96063 1.32078 -1.74438
N -3.22144 2.10840 -0.87980
C -2.75020 1.32565 0.12643
S -1.72891 1.80597 1.43825
C -3.13814 3.58978 -1.18393
C -2.26548 3.73138 -2.42713
C -4.57254 4.06716 -1.42087
C -2.56567 4.44551 -0.06353
C -1.70721 -2.93494 -0.15992
S -0.68983 -1.95098 -1.18873
H 0.39130 -7.07241 0.11528
H -1.36184 -6.96444 0.13816
H -0.40326 -6.36982 1.51595
H 0.49411 -6.02780 -2.00175
H -0.09849 -4.40349 -2.31412
H -1.24434 -5.73519 -2.09514
H 1.83289 -5.08276 0.00379
H 0.95383 -4.29601 1.32444
H 1.18163 -3.47128 -0.22186
H -2.47238 -5.61872 1.44617
H -4.13631 -3.48138 1.84254
H -4.63804 -1.39512 0.81895
H -5.12624 -0.01577 2.72605
H -4.04938 0.54395 5.17653
H -2.45827 1.50358 6.31762
H -1.34686 0.66347 7.38891
H -2.88076 -0.09389 6.97691
H -0.67842 1.71595 4.55704
H 0.37136 0.34102 4.16686
H 0.40786 1.04750 5.78507
H -1.58447 -2.11380 6.31031
H -0.08815 -1.28217 6.74640
H -0.24827 -2.02607 5.15215
H -4.51408 -0.79623 -1.56651
H -4.41919 1.72167 -2.62679
H -2.74138 3.32802 -3.32268
H -1.31593 3.21823 -2.27255
H -2.05233 4.78512 -2.60672
H -5.03382 3.62515 -2.30276
H -4.56529 5.14656 -1.56858
H -5.19587 3.84641 -0.55381
H -1.55375 4.18781 0.19906
H -3.17145 4.39877 0.84022
H -2.57578 5.47027 -0.43708
C 2.96667 2.34432 3.35535
C 3.38840 1.31375 2.33703
C 3.94044 1.76910 1.12222
C 4.13783 3.25166 0.95150
C 4.31026 0.85108 0.13936
C 4.98959 1.27996 -1.13276
C 4.09847 -0.52861 0.34346
C 4.40888 -1.46478 -0.79154
C 3.61435 -0.98195 1.57064
C 3.46870 -2.44568 1.90118
C 3.29315 -0.05672 2.58348
C 2.92283 -0.60613 3.93918
H 3.82398 2.84281 3.81532
H 2.36439 1.92583 4.15646
H 2.37223 3.13295 2.89169
H 3.22023 3.80274 1.14915
H 4.45155 3.53842 -0.04530
H 4.88425 3.62956 1.65606
H 6.06390 1.08133 -1.07570
H 4.86425 2.33287 -1.35971
H 4.61539 0.72474 -1.99176
H 5.48162 -1.52348 -0.99327
H 3.92809 -1.11393 -1.70674
H 4.05953 -2.47886 -0.62387
H 2.49004 -2.67171 2.33304
H 4.20300 -2.75410 2.65048
H 3.60627 -3.09598 1.04382
H 3.72937 -1.23762 4.31934
H 2.02573 -1.23066 3.90951
H 2.75906 0.16633 4.68278
Ge 1.65899 1.03080 -2.01590
C 1.33512 0.77889 -3.96014
C 0.24895 1.27659 -4.68327
C 0.08041 0.97580 -6.02861
C 1.01735 0.19135 -6.68979
C 2.11879 -0.28695 -5.99884
C 2.26226 -0.00623 -4.64525
C 1.75908 2.98019 -1.77545
C 1.19176 3.68736 -0.72305
C 1.43513 5.04196 -0.54271
C 2.28519 5.71211 -1.40997
C 2.87666 5.01920 -2.45811
C 2.60941 3.66879 -2.64305
H 0.13001 1.02137 -1.45233
H -0.47173 1.92341 -4.20125
H -0.77443 1.36954 -6.56543
H 0.89425 -0.03209 -7.74197
H 2.86397 -0.88361 -6.51031
H 3.11684 -0.41750 -4.11662
H 0.55053 3.17675 -0.01112
H 0.96848 5.57618 0.27725
H 2.48860 6.76595 -1.27182
H 3.53961 5.53610 -3.14100
H 3.06091 3.15911 -3.48858
C -0.60575 -2.26320 -4.18754
C -1.88498 -1.72712 -3.60066
C -3.04924 -2.68874 -3.66720
O -1.76927 -1.26508 -2.19744
H -0.69023 -2.23151 -5.27424
H -0.41167 -3.29419 -3.89704
H 0.25920 -1.65589 -3.92648
H -2.13494 -0.79117 -4.10310
H -2.80679 -3.63243 -3.17375
H -3.30075 -2.91913 -4.70338
H -3.93310 -2.26196 -3.19386
*
```

Energy above the lowest of the compared OMol25 structures with the same formula, charge and spin in kJ/mol: 402.0
HOMO in eV: -8.703
Lowest unoccupied orbital energy in eV: -2.49
Orbital gap in eV: 6.21

Record 2
This record from the Open Molecules 2025 dataset describes a structure of composition C48H70CsF5GeN5O7PS2SbSe. The level of theory is ωB97M-V/def2-TZVPD.

Structure (ORCA input):
```
! wB97M-V def2-TZVPD RIJCOSX def2/J DEFGRID3
* xyz -1 1
Cs -0.85942 1.52480 -1.08837
S -5.08221 3.63793 1.01792
C -3.60775 2.90832 0.98228
N -2.56508 2.36937 0.94710
C 3.61190 -3.70708 0.32494
C 3.44730 -2.35535 -0.33746
O 3.33737 -1.31541 0.64322
P 1.80138 -0.82430 1.00686
O 2.21051 0.57147 1.75589
C 2.51369 1.66310 0.86455
C 3.97569 2.03258 0.94548
O 1.46019 -1.69193 2.32842
C 2.33008 -1.72289 3.47028
C 1.87361 -2.84592 4.37081
H 3.75141 -4.48587 -0.42759
H 2.72516 -3.95357 0.91122
H 4.47779 -3.70070 0.98856
H 2.56563 -2.34749 -0.98851
H 4.31977 -2.10946 -0.94623
H 1.86935 2.49366 1.15540
H 2.23960 1.36790 -0.15280
H 4.23793 2.32233 1.96411
H 4.18326 2.87414 0.28279
H 4.59982 1.18842 0.65391
H 2.27608 -0.75706 3.97743
H 3.35893 -1.87124 3.13391
H 0.83483 -2.69658 4.66825
H 2.49018 -2.88458 5.27063
H 1.95000 -3.80460 3.85644
F -4.81020 7.31608 2.37463
C -3.65984 6.65612 2.49005
C -2.58798 6.98186 1.68333
F -2.70087 7.96744 0.78817
C -1.39903 6.28830 1.80999
F -0.37328 6.64809 1.02401
C -1.24014 5.25465 2.71917
Se 0.48333 4.43242 2.79924
C -2.34284 4.93498 3.49587
F -2.28855 3.93021 4.38248
C -3.53503 5.62818 3.40485
F -4.55874 5.31298 4.19441
C -4.69004 2.65010 -7.91662
C -3.37267 1.92537 -7.93839
C -3.12106 0.89238 -7.03437
C -1.90056 0.24484 -7.01533
C -0.91237 0.62780 -7.91573
C -1.14080 1.64359 -8.82622
C -2.37258 2.28550 -8.83356
S 0.68447 -0.12987 -7.79810
O 1.47733 0.39581 -8.87274
O 0.49909 -1.54910 -7.65349
N 1.30236 0.38038 -6.39247
C 1.52631 1.81094 -6.17121
C 0.44022 2.46042 -5.31084
C 0.28431 1.70447 -3.99002
O -0.29924 0.58164 -4.05071
O 0.75552 2.21698 -2.95477
H -5.51812 1.95977 -7.75544
H -4.86414 3.18375 -8.85038
H -4.71206 3.38041 -7.10511
H -3.88941 0.60204 -6.32779
H -1.70119 -0.53144 -6.28843
H -0.35778 1.92246 -9.51804
H -2.55533 3.08185 -9.54533
H 0.82457 -0.05510 -5.60002
H 1.59733 2.30586 -7.14118
H 2.49642 1.92863 -5.68403
H -0.51384 2.45493 -5.84127
H 0.73491 3.49074 -5.11269
C 3.02003 1.80711 8.49379
C 2.62998 2.54442 7.21989
C 2.67001 1.64225 5.99188
C 2.28033 2.35296 4.69050
Ge 0.36789 2.79712 4.53734
C -0.65182 1.25646 3.89226
C -0.58843 -0.04766 4.69252
C -1.54560 -0.14179 5.87576
C -1.27982 0.87363 6.98102
H 2.99016 2.46206 9.36549
H 4.03001 1.39809 8.41705
H 2.34116 0.97212 8.68251
H 3.30046 3.39480 7.05975
H 1.62809 2.96822 7.33312
H 2.01766 0.78056 6.17154
H 3.68068 1.22874 5.89311
H 2.51405 1.72556 3.82838
H 2.86532 3.27215 4.59160
H -0.13670 3.49565 5.80513
H -0.22912 1.08372 2.89835
H -1.68507 1.56149 3.71822
H 0.43060 -0.23468 5.04904
H -0.80117 -0.87350 4.00315
H -1.48057 -1.15246 6.29198
H -2.57261 -0.02103 5.51817
H -0.23078 0.85521 7.29512
H -1.89152 0.66597 7.86056
H -1.51175 1.88849 6.65733
C 0.65711 -4.73521 -1.57721
C 0.04869 -3.69780 -0.88507
N -0.16600 -2.49530 -1.41305
C 0.23159 -2.29348 -2.66793
C 0.83586 -3.27132 -3.45984
C 1.04675 -4.52272 -2.89021
C 1.12733 -2.96783 -4.87547
C 2.23877 -3.25054 -5.55165
C 3.46992 -3.82301 -4.97338
C 4.01981 -3.34143 -3.78555
C 5.18048 -3.93725 -3.33908
N 5.77766 -4.93204 -3.99729
C 5.18600 -5.29931 -5.12713
N 4.07548 -4.79959 -5.65582
H 0.80229 -5.69466 -1.09831
H -0.28389 -3.84147 0.13990
H 0.08849 -1.29810 -3.07862
H 1.48873 -5.32022 -3.47535
H 0.32966 -2.49123 -5.43361
H 2.26259 -3.04512 -6.61638
H 3.55443 -2.52752 -3.24914
H 5.65948 -3.60800 -2.42224
H 5.66395 -6.09812 -5.68453
C -5.20386 -0.80061 2.09442
C -3.79152 -0.50314 2.58289
Sb -2.14544 -1.13661 1.32562
C -3.27194 -1.51193 -0.48734
C -3.82495 -2.91818 -0.67871
C -1.95281 -3.17156 2.08362
C -2.74332 -3.50055 3.34463
H -5.94538 -0.49004 2.83502
H -5.35685 -1.86429 1.89502
H -5.42971 -0.25122 1.18030
H -3.61807 -0.96279 3.55783
H -3.65873 0.57310 2.69884
H -2.59810 -1.27282 -1.31307
H -4.07181 -0.76984 -0.49767
H -3.01800 -3.64526 -0.79361
H -4.44513 -2.98101 -1.57703
H -4.43716 -3.23667 0.16758
H -0.88306 -3.29978 2.26691
H -2.22707 -3.85737 1.27875
H -2.44157 -2.87173 4.18649
H -2.59284 -4.54037 3.64849
H -3.81477 -3.34828 3.20214
*
```

Energy above the lowest of the compared OMol25 structures with the same formula, charge and spin in kJ/mol: 33.2
HOMO in eV: -5.249
Lowest unoccupied orbital energy in eV: 1.80
Orbital gap in eV: 7.05

Record 3
This record from the Open Molecules 2025 dataset describes a structure of composition C48H71FeN2O3P2SSi. The level of theory is ωB97M-V/def2-TZVPD.

Structure (ORCA input):
```
! wB97M-V def2-TZVPD RIJCOSX def2/J DEFGRID3
* xyz -1 5
Fe -1.08145 -0.08142 -0.65045
C -0.27777 -1.43342 -3.01686
Si 0.95713 -0.79908 -1.68565
C 1.79860 0.80459 -2.33102
C 3.11838 0.82062 -2.79506
C 3.74646 1.99561 -3.17336
C 3.05485 3.19642 -3.10428
C 1.73759 3.20253 -2.67476
C 1.10346 2.02419 -2.28317
P -0.68669 1.91294 -1.86127
C -1.12161 3.37320 -0.79587
C -0.35523 3.20847 0.51967
C -0.83900 4.18018 1.59126
C -0.74952 5.62281 1.11133
C -1.51832 5.78471 -0.19456
C -0.99599 4.82840 -1.26787
C -1.40944 2.03228 -3.57635
C -1.44596 3.42008 -4.24659
C -2.83521 4.03675 -4.11265
C -3.83790 3.24427 -4.95706
C -3.50647 1.74347 -4.94259
C -2.79278 1.36042 -3.64983
C 2.32768 -2.16126 -1.84051
C 2.91055 -2.68630 -2.98854
C 3.88058 -3.67640 -2.90921
C 4.28000 -4.15960 -1.67251
C 3.69560 -3.67346 -0.51084
C 2.71675 -2.69590 -0.59732
P 1.68955 -1.87949 0.68403
C 2.71916 -0.26527 0.77722
C 2.01149 0.85963 1.51056
C 2.76818 2.17392 1.32379
C 4.21771 2.03725 1.78034
C 4.91506 0.88532 1.06536
C 4.16101 -0.43206 1.26747
C 1.91010 -2.27626 2.50578
C 0.58912 -2.02414 3.25015
C 0.76551 -2.21416 4.75194
C 1.33071 -3.59669 5.05797
C 2.68201 -3.77457 4.37482
C 2.56371 -3.61786 2.85883
H 0.03184 -1.05263 -3.99352
H -1.31822 -1.14700 -2.86632
H -0.25209 -2.52385 -3.03985
H 3.67423 -0.10823 -2.83989
H 4.77318 1.97574 -3.51831
H 3.53644 4.12478 -3.38723
H 1.20578 4.14323 -2.63994
H -2.18001 3.17394 -0.58330
H 0.71106 3.38178 0.32379
H -0.46677 2.18670 0.89012
H -0.25236 4.03202 2.50142
H -1.87047 3.93082 1.84545
H 0.30043 5.89312 0.94384
H -1.13670 6.30725 1.87104
H -1.45986 6.81521 -0.55836
H -2.57674 5.56809 -0.01585
H 0.05403 5.07447 -1.45394
H -1.54434 5.00507 -2.18978
H -0.69885 1.41282 -4.13904
H -1.21947 3.30596 -5.31248
H -0.66943 4.07385 -3.84960
H -2.82952 5.08740 -4.41528
H -3.13790 4.01313 -3.06335
H -3.82306 3.61735 -5.98570
H -4.84997 3.40862 -4.57912
H -2.87035 1.48990 -5.79686
H -4.42002 1.15554 -5.05569
H -2.67578 0.28243 -3.57742
H -3.39840 1.65851 -2.78897
H 2.61157 -2.31275 -3.96119
H 4.33040 -4.07125 -3.81231
H 5.04046 -4.92797 -1.61096
H 3.99415 -4.08120 0.44529
H 2.79585 0.02871 -0.27014
H 1.94112 0.63155 2.57989
H 0.98665 0.94298 1.13677
H 2.27183 2.97918 1.86921
H 2.74703 2.44522 0.26161
H 4.23568 1.84860 2.86014
H 4.76223 2.97046 1.61315
H 5.94557 0.78462 1.41839
H 4.96353 1.10516 -0.00654
H 4.19340 -0.68878 2.32969
H 4.66556 -1.23562 0.72499
H 2.59031 -1.50824 2.88295
H -0.19951 -2.69280 2.90886
H 0.21964 -1.01627 3.04560
H -0.19594 -2.05656 5.24355
H 1.45020 -1.45253 5.14174
H 0.63427 -4.35537 4.68279
H 1.42220 -3.75638 6.13521
H 3.12885 -4.74183 4.62135
H 3.36499 -3.00453 4.75256
H 1.99407 -4.45457 2.44848
H 3.56153 -3.66887 2.41541
O -2.66634 -1.45411 -0.45263
C -2.86867 -1.10737 0.77044
N -1.95787 -0.18495 1.29280
S -2.51877 0.44436 2.65902
O -3.12027 1.75796 2.44550
O -1.52056 0.43747 3.71408
C -3.77791 -0.74955 2.88663
C -4.63067 -0.93565 3.94860
C -5.63758 -1.88982 3.84097
C -5.77887 -2.62122 2.63843
C -4.94071 -2.43395 1.57017
C -3.88980 -1.48745 1.67368
H -4.51948 -0.34531 4.84947
H -6.31930 -2.06085 4.66234
H -6.57400 -3.35459 2.56443
H -5.06036 -3.00342 0.65800
C -1.64746 -4.63147 0.79605
C -0.15221 -4.34089 0.94428
C 0.66806 -5.37510 0.18105
C 0.09071 -2.90741 0.45305
H -1.86530 -5.66817 1.06440
H -1.97204 -4.46139 -0.23150
H -2.24558 -3.97585 1.43057
H 0.08711 -4.42636 2.00754
H 0.39351 -5.36796 -0.87680
H 0.47867 -6.37840 0.56860
H 1.74005 -5.18733 0.23671
H -0.68377 -2.24792 0.84479
H -0.02369 -2.90007 -0.63230
N -4.14588 1.52953 -0.57947
H -4.11933 0.52285 -0.71883
H -5.09039 1.82462 -0.80677
H -4.02121 1.68202 0.42200
*
```

HOMO (alpha / beta) in eV: -1.832 / -3.700
Lowest unoccupied orbital energy (alpha / beta) in eV: 2.39 / 2.38
Orbital gap (alpha / beta) in eV: 4.22 / 6.08